The following is a quantum chemistry calculation of 2 unconnected molecules or ions with the total composition C4H11NO at a distorted geometry, from the OMol25 dataset.

XYZ file:
```
17
Properties=species:S:1:pos:R:3:lowdin_charge:R:1
C 2.2572 -0.8688 0.4929 -0.055
C 1.5521 -0.6142 -0.8047 -0.322
O 1.7369 0.4496 -1.4681 -0.039
H 1.8482 -1.7627 0.9705 0.077
H 2.1057 -0.0165 1.1583 0.090
H 3.3201 -1.0163 0.2907 0.090
H 1.0840 -1.4916 -1.2799 0.124
C -1.9333 0.2223 -0.7817 -0.114
C -0.8188 0.2235 0.2542 -0.379
N -0.9753 1.2399 1.2729 -0.018
H -1.7773 -0.5885 -1.4995 0.067
H -2.9105 0.0848 -0.3083 0.067
H -1.9527 1.1633 -1.3408 0.074
H -0.7648 -0.7550 0.7370 0.109
H 0.1399 0.5188 -0.3990 0.100
H -1.1199 2.1560 0.8564 0.067
H -1.7915 1.0552 1.8492 0.062
```

Properties
- LUMO level: 0.755 eV
- Charge: 0
- Calculated total energy: -288.940548 Ha
- Structure (SMILES): CC=O.CCN
- HOMO level: -9.12 eV
- Orbital gap: 9.87 eV
- ΔE to the lowest compared entry with this formula, charge and spin: 200.8 kJ/mol

---

The following is a quantum chemistry calculation of 2 unconnected molecules or ions with the total composition C2H3O3S at a distorted geometry, from the OMol25 dataset.

XYZ file:
```
9
Properties=species:S:1:pos:R:3:lowdin_charge:R:1
C -1.1959 0.2182 -0.4702 -0.237
C -0.1213 -0.4690 0.2339 -0.457
O 1.6201 1.4202 -0.2641 -0.576
O 2.4839 -0.5607 0.9432 -0.587
O -0.9378 -1.1544 -0.6432 -0.121
S 1.7161 -0.0620 -0.2198 0.613
H -2.1263 0.4558 0.0350 0.087
H -0.9434 0.8561 -1.3090 0.094
H -0.4954 -0.7042 1.6941 0.183
```

Properties
- LUMO level: 4.105 eV
- Charge: -1
- Calculated total energy: -701.847407 Ha
- HOMO level: -3.35 eV
- Orbital gap: 7.45 eV
- ΔE to the lowest compared entry with this formula, charge and spin: 387.0 kJ/mol

---

The following is a quantum chemistry calculation of a molecular structure, C25H22Br2NOSeSrTe at a distorted geometry, from the OMol25 dataset.

XYZ file:
```
54
Properties=species:S:1:pos:R:3:lowdin_charge:R:1
Sr -0.0464 -0.8840 -0.0844 1.176
C 0.4697 -3.5825 0.2035 -0.139
C 0.8362 -3.1008 1.5754 -0.426
C 0.9829 -3.7894 2.7678 -0.057
C 1.2331 -3.0656 3.9459 -0.080
C 1.2927 -1.6365 3.9297 -0.219
C 1.4192 -0.7543 5.0156 -0.648
Br 1.7319 -1.4543 6.7596 0.678
C 1.3008 0.6113 4.8496 -0.210
C 1.1014 1.1575 3.5889 -0.633
Br 0.8341 3.0190 3.3835 0.697
C 1.0576 0.3840 2.4109 -0.491
O 0.9027 0.8102 1.1998 -0.371
C 1.1635 -1.0305 2.6604 -0.220
N 0.9889 -1.7797 1.5535 -0.404
H 1.1188 -4.3807 -0.1441 0.084
H 0.5821 -2.7172 -0.4716 -0.140
H -0.5737 -3.9265 0.1695 0.091
H 0.8939 -4.8692 2.7959 0.096
H 1.3489 -3.5873 4.8861 0.054
H 1.3385 1.2725 5.7048 0.082
C 4.2584 -3.0522 -7.2901 -0.063
C 3.5990 -2.6016 -6.0127 -0.278
C 3.3861 -1.2558 -5.7578 -0.020
C 2.7157 -0.8177 -4.6209 -0.299
C 2.5330 0.6491 -4.3801 -0.086
C 2.2186 -1.7852 -3.7377 -0.494
Se 1.2147 -1.2084 -2.2548 0.483
C 2.4571 -3.1562 -3.9474 -0.299
C 1.9445 -4.1788 -2.9851 -0.082
C 3.1630 -3.5355 -5.0796 -0.022
H 4.4718 -2.2032 -7.9392 0.068
H 3.6033 -3.7362 -7.8340 0.074
H 5.1960 -3.5774 -7.0942 0.075
H 3.7428 -0.5132 -6.4644 0.110
H 3.1220 1.2255 -5.0952 0.075
H 2.8552 0.9332 -3.3765 0.058
H 1.4851 0.9443 -4.4756 0.074
H 2.3185 -3.9687 -1.9796 0.045
H 2.2581 -5.1857 -3.2642 0.079
H 0.8533 -4.1531 -2.9358 0.078
H 3.3628 -4.5895 -5.2476 0.114
Te 2.7340 -1.1597 -0.2966 1.183
C 4.4752 -0.9602 -1.3874 -0.619
C 5.0726 0.2866 -1.5468 -0.158
C 6.3248 0.3826 -2.1383 -0.103
C 6.9696 -0.7625 -2.5866 -0.114
C 6.3856 -2.0110 -2.4134 -0.097
C 5.1441 -2.1070 -1.7995 -0.159
H 4.5533 1.1677 -1.1894 0.094
H 6.7943 1.3526 -2.2553 0.094
H 7.9324 -0.6806 -3.0778 0.090
H 6.8934 -2.9056 -2.7538 0.095
H 4.6889 -3.0728 -1.6213 0.084
```

Properties
- LUMO level (alpha / beta): 1.567 / 1.809 eV
- Charge: -1
- Calculated total energy: -8943.988583 Ha
- HOMO level (alpha / beta): -1.79 / -1.99 eV
- Orbital gap (alpha / beta): 3.36 / 3.79 eV
- ΔE to the lowest compared entry with this formula, charge and spin: 664.0 kJ/mol